# 1
This record from the Open Molecules 2025 dataset describes a cluster of 2 separate species, C2H2Cl2P2 in total in a non-equilibrium geometry. The level of theory is ωB97M-V with the def2-TZVPD basis set.

Results
HOMO-LUMO gap (alpha / beta)   6.84 / 6.84 eV
HOMO level (alpha / beta)   -9.12 / -9.12 eV
Maximum force   4.17 eV/Å
Energy relative to the best compared isomer or geometry (same formula, charge and spin)   39.0 kcal per mole

```
8
Properties=species:S:1:pos:R:3:nbo_charge:R:1
C -0.228 0.523 0.038 -0.2429
C 0.170 -0.793 -0.042 -0.5699
P 0.524 1.992 0.222 0.5334
P 1.876 -1.022 -0.172 0.4964
Cl -2.597 1.004 -0.074 -0.3186
Cl -0.966 -2.071 0.046 0.1081
H -0.606 2.781 0.020 0.0247
H 1.827 -2.415 -0.038 -0.0313
```

# 2
This record from the Open Molecules 2025 dataset describes an isolated molecule of C13H9F3N6O2 in a non-equilibrium geometry. The level of theory is ωB97M-V with the def2-TZVPD basis set.

Results
HOMO-LUMO gap   6.82 eV
HOMO level   -8.68 eV
Maximum force   5.22 eV/Å
SMILES   Oc1ccc(C/N=N/c2ccc3nnc(C(F)(F)F)n3n2)c(O)c1

```
33
Properties=species:S:1:pos:R:3:nbo_charge:R:1
F -2.512 2.025 1.298 -0.3227
F -4.517 2.243 2.575 -0.3011
F -2.434 2.979 3.271 -0.3013
N -1.384 -0.618 1.653 -0.1676
N -3.031 -0.848 4.796 -0.2543
N -3.421 0.390 4.485 -0.1892
N 0.062 -1.940 0.526 -0.2021
N 0.224 -1.004 -0.347 -0.0889
O 3.620 2.803 -4.531 -0.6735
O -0.080 1.375 -1.872 -0.6880
C -0.820 -1.785 1.551 0.3052
C -2.342 -1.351 3.802 0.2568
C -2.863 0.693 3.280 0.1676
C -1.122 -2.947 2.507 -0.2379
C -1.935 -2.747 3.591 -0.1531
C 3.473 0.566 -3.923 -0.3000
C 1.704 1.993 -3.178 -0.3427
C 2.941 -0.423 -3.049 -0.1494
C 2.959 1.799 -3.850 0.3171
C 1.105 0.996 -2.439 0.3807
C 1.733 -0.195 -2.319 -0.1940
N -2.210 -0.420 2.771 -0.1677
C -3.127 2.022 2.585 0.9737
C 1.460 -1.209 -1.228 -0.2832
H 3.106 3.661 -4.502 0.4843
H -0.322 0.760 -1.173 0.5012
H -1.007 -3.982 2.242 0.2409
H -2.236 -3.525 4.317 0.2585
H 4.501 0.446 -4.349 0.2291
H 1.289 2.990 -3.257 0.2148
H 3.556 -1.362 -2.921 0.2188
H 1.235 -2.186 -1.708 0.2313
H 2.395 -1.200 -0.603 0.2368
```

# 3
This record from the Open Molecules 2025 dataset describes a structure of composition C3H2AuO3 in a non-equilibrium geometry. The level of theory is ωB97M-V with the def2-TZVPD basis set.

Results
HOMO-LUMO gap (alpha / beta)   11.40 / 7.94 eV
HOMO level (alpha / beta)   -27.55 / -27.80 eV
Maximum force   19.95 eV/Å
Energy relative to the best compared isomer or geometry (same formula, charge and spin)   2.3 kcal per mole
Expectation value of S²   2.01
Multiplicity   3
Charge   +3

```
9
Properties=species:S:1:pos:R:3:nbo_charge:R:1
H -1.882 0.150 1.062 0.4022
C -1.167 0.852 0.195 0.5293
C -1.335 -0.449 -0.254 0.1909
O -0.048 -1.024 -0.310 -0.2902
C 0.808 -0.074 -0.088 1.0682
O 0.176 1.021 0.354 -0.3807
O 2.020 -0.213 -0.094 -0.5494
Au 3.435 0.481 0.194 1.6401
H -2.008 -0.744 -1.059 0.3896
```

# 4
This record from the Open Molecules 2025 dataset describes a structure of composition C23H15AgAsF6INO4. The level of theory is ωB97M-V with the def2-TZVPD basis set.

Results
HOMO-LUMO gap (alpha / beta)   6.97 / 7.35 eV
HOMO level (alpha / beta)   -2.79 / -3.22 eV
Maximum force   0.29 eV/Å
Expectation value of S²   0.76
Multiplicity   2
Charge   -2

```
52
Properties=species:S:1:pos:R:3:nbo_charge:R:1
Ag -0.780 0.101 -0.345 1.0899
I 2.273 0.036 0.123 0.2230
C 1.855 -1.292 1.684 -0.1323
C 2.921 -1.692 2.443 -0.2769
C 2.746 -2.606 3.502 -0.2243
C 1.505 -3.100 3.771 -0.2031
C 0.382 -2.705 3.002 -0.0734
C -0.899 -3.230 3.298 -0.2236
C -1.986 -2.855 2.566 -0.1966
C -1.848 -1.935 1.503 -0.3057
C -0.626 -1.410 1.194 -0.1088
C 0.534 -1.777 1.927 -0.0702
H 3.907 -1.305 2.226 0.2144
H 3.603 -2.909 4.091 0.1974
H 1.352 -3.807 4.579 0.1939
H -0.991 -3.934 4.118 0.1892
H -2.966 -3.259 2.793 0.1997
H -2.718 -1.640 0.927 0.2594
O -4.193 -2.086 -2.124 -0.7372
C -3.143 -1.510 -1.799 0.7370
O -2.999 -0.533 -1.024 -0.7869
C -1.853 -2.078 -2.425 0.1098
C -1.940 -3.037 -3.426 -0.2345
C -0.778 -3.528 -3.992 -0.1810
C 0.442 -3.055 -3.536 -0.2519
C 0.444 -2.108 -2.529 0.0596
N -0.675 -1.633 -1.986 -0.4728
H -2.926 -3.358 -3.730 0.2369
H -0.820 -4.261 -4.790 0.1948
H 1.379 -3.377 -3.968 0.2165
H 1.375 -1.691 -2.167 0.2198
O -0.774 2.536 -0.432 -0.7479
C -0.664 2.590 0.812 0.7348
O -0.600 1.595 1.577 -0.7530
C -0.591 3.966 1.449 -0.0623
C -0.533 4.101 2.831 -0.1975
C -0.462 5.360 3.411 -0.2416
C -0.445 6.495 2.610 -0.2320
C -0.499 6.364 1.227 -0.2381
C -0.573 5.104 0.651 -0.1921
H -0.542 3.199 3.429 0.2337
H -0.418 5.459 4.490 0.1940
H -0.387 7.479 3.061 0.1914
H -0.482 7.246 0.599 0.1969
H -0.616 4.969 -0.422 0.2413
F 1.105 0.730 -3.055 -0.6333
As 2.134 0.737 -4.458 2.8371
F 1.155 -0.487 -5.211 -0.6362
F 1.171 1.973 -5.201 -0.6316
F 3.108 -0.515 -3.720 -0.6459
F 3.137 1.948 -3.711 -0.6372
F 3.196 0.725 -5.843 -0.6426
```

# 5
This record from the Open Molecules 2025 dataset describes the ion C5H8NO2 with charge -1 in a non-equilibrium geometry. The level of theory is ωB97M-V with the def2-TZVPD basis set.

Results
HOMO-LUMO gap   8.19 eV
HOMO level   -4.10 eV
Maximum force   1.99 eV/Å
Energy relative to the best compared isomer or geometry (same formula, charge and spin)   23.2 kcal per mole
Charge   -1
SMILES   C=NCCCC(=O)[O-]

```
16
Properties=species:S:1:pos:R:3:nbo_charge:R:1
O -2.553 -0.473 -0.774 -0.7857
C -1.400 -0.690 -1.202 0.7544
O -0.885 -1.803 -1.456 -0.7945
C -0.524 0.577 -1.465 -0.5213
C 0.478 0.894 -0.392 -0.4080
C 1.219 -0.292 0.246 -0.2848
C 0.207 -0.372 2.361 -0.0867
N 1.303 -0.250 1.743 -0.4032
H -1.280 1.347 -1.652 0.2094
H -0.004 0.408 -2.418 0.1870
H 1.153 1.710 -0.677 0.1859
H -0.071 1.341 0.455 0.1959
H 0.723 -1.220 -0.033 0.2555
H 2.288 -0.227 0.055 0.1833
H 0.076 -0.532 3.427 0.1521
H -0.727 -0.417 1.781 0.1607
```